Density functional theory data (ωB97M-V/def2-TZVPD) for a molecular structure, C30H29IrN6.

Element x y z (Å)
Ir 0.60305 -0.66790 0.07462
N 0.55122 1.15904 -0.50436
N 1.71495 0.63768 1.34138
N -1.04076 -0.43521 1.20642
N 0.34156 -2.79576 0.19858
N -0.86389 -0.95600 -1.44214
N -1.86540 2.40850 0.63614
C -1.46573 3.95368 2.36901
C -0.20210 -5.49447 -0.05361
C -2.22672 -0.66906 0.63725
C 3.63290 0.46529 -2.64046
C 0.62461 2.98060 1.16617
C -0.14470 3.90719 -1.20342
C -0.26540 2.83451 -2.00176
C -3.39160 -0.64793 1.38164
C -0.24534 -3.26893 -0.92859
C -2.22696 -0.98998 -0.82941
C 3.13465 -0.78180 -3.01960
C -0.86025 3.23545 1.23076
C 3.30143 -0.05227 -0.30585
C -0.55013 -2.27559 -2.04249
C 2.77000 -1.68496 -2.04202
C -0.53083 -4.61154 -1.07496
C -0.10961 1.47069 -1.54744
C 2.82563 -1.32714 -0.68167
C -3.31933 -0.35791 2.73308
C 0.39051 -5.00394 1.09576
C 3.14805 0.35805 1.14005
C -2.93608 2.64696 1.31284
C 1.34202 1.82284 0.51830
C -2.08447 -0.07814 3.30239
C 0.05558 4.03517 0.25682
C 3.71650 0.82509 -1.30406
C -0.66451 0.26095 -2.31598
C -0.95763 -0.12464 2.51050
C 0.64118 -3.64631 1.18490
C -2.75343 3.59303 2.41334
H 0.65521 -5.65396 1.91723
H 2.49565 -2.69877 -2.31082
H 3.44348 -0.45276 1.80678
H 2.79393 -2.10749 0.06983
H -1.00589 -4.96541 -1.98038
H 2.22050 2.27034 0.03751
H -3.87624 2.17676 1.04877
H 0.22587 5.05660 0.56555
H -0.52012 2.98768 -3.04301
H 1.09728 -3.21043 2.06419
H -4.21771 -0.34477 3.33590
H 4.13119 1.78870 -1.03372
H 0.03993 0.09269 2.87093
H 0.32621 -2.15375 -2.67775
H 3.76179 1.23064 1.37681
H -0.26896 4.86672 -1.69321
H -2.63747 -1.99282 -0.95815
H -1.98814 0.16585 4.35051
H 3.97361 1.15701 -3.40057
H 0.07074 0.00356 -3.08236
H -4.33999 -0.85528 0.90312
H -0.41527 -6.54995 -0.15631
H 3.09747 -1.05708 -4.06535
H 1.16344 3.36639 2.02442
H -0.94327 4.65293 3.00519
H -1.36922 -2.64935 -2.66208
H -3.51725 3.93299 3.09465
H -2.89029 -0.30541 -1.35990
H -1.59547 0.52312 -2.81991

Computed properties:
- LUMO energy (eV) = -5.9
- E (eV) = -43344.990
- total charge = +2
- ΔE to the lowest compared entry with this formula, charge and spin (kJ/mol) = 0.21
- frontier orbital gap (eV) = 7.919
- highest occupied orbital energy (eV) = -13.85

Atom charges from the natural (NBO) analysis, given in e for atoms 1 to 8:
1. Ir 1.08
2. N -0.43
3. N -0.61
4. N -0.40
5. N -0.49
6. N -0.41
7. N -0.47
8. C -0.14



Density functional theory data (ωB97M-V/def2-TZVPD) for a gas-phase ion, C8H13N2 (charge +1) at a distorted geometry.

Element x y z (Å)
N -0.26632 1.22052 -0.87140
N -0.57666 -0.45376 0.79041
C -1.01746 0.98399 0.30908
C 1.35523 1.34016 -0.17367
C -0.02624 -0.15835 -1.37119
C -2.56946 1.12764 0.11407
C 0.89484 -2.37583 -0.17614
C 0.61013 -0.82544 -0.15593
C 1.74292 0.11868 0.10818
C 2.71792 1.22953 0.51524
H 2.61186 1.48765 1.59341
H 1.66281 -2.22302 -0.99870
H -3.03995 0.60286 -0.68898
H -1.29495 -1.12183 0.67372
H -2.98915 0.77865 1.06671
H -1.07433 -0.70214 -1.54561
H 3.57260 1.53936 0.12730
H 0.54319 -0.11761 -2.35575
H -2.93445 2.15134 0.07032
H -0.85116 1.75572 1.04327
H -0.26815 -0.37026 1.74448
H -0.03845 -2.96612 -0.47697
H 1.23524 -3.02173 0.65819

Computed properties:
- SMILES string = C[C@H]1[NH2+][C@@]2(C)CN1C1=C2C1
- LUMO energy (eV) = -3.5
- E (eV) = -11473.487
- total charge = +1
- ΔE to the lowest compared entry with this formula, charge and spin (kJ/mol) = 771.99
- frontier orbital gap (eV) = 10.064
- highest occupied orbital energy (eV) = -13.55

Atom charges from the natural (NBO) analysis, given in e for atoms 1 to 8:
1. N -0.32
2. N -0.55
3. C 0.09
4. C 0.15
5. C -0.27
6. C -0.64
7. C -0.65
8. C 0.14



Density functional theory data (ωB97M-V/def2-TZVPD) for a molecular structure, C48H34AuN8O2S3 at a distorted geometry.

Element x y z (Å)
Au 0.22739 0.08898 -0.10450
S -2.82016 -4.60752 -4.54473
S -1.28630 1.51245 -1.50153
S 3.97790 -3.25404 5.11596
O 2.77735 1.00394 0.01492
O -0.74282 3.02378 1.94736
N 2.72056 2.69533 1.60006
N -4.04507 2.91630 -1.68750
N -0.27568 -1.72774 -1.09352
N -2.77614 0.64554 0.59037
N 1.53736 -1.48134 0.90754
N -3.85742 1.94402 -0.84392
N 0.84322 1.72907 0.93704
N -1.80566 0.17871 1.24776
C 2.30860 -1.30650 1.94464
C 1.68375 7.61548 1.02924
C 2.68250 -2.35458 2.81389
C 4.04237 -0.82043 5.90527
C 0.51356 7.01460 1.45899
C -1.06638 -4.21451 -2.02209
C 0.61047 3.47488 4.55216
C -1.00471 -1.23201 3.00232
C -2.27251 4.42684 -1.02853
C -1.65133 6.20437 -2.51505
C 0.71001 3.46840 5.93305
C 1.75182 3.40326 3.76204
C -2.52488 -2.09947 4.64524
C 0.51155 5.68736 1.85288
C -2.35810 -3.09176 -3.81938
C -1.50469 -3.05871 -2.66081
C 2.85613 6.88212 1.01261
C 2.32437 -3.64470 2.43783
C -3.57099 -1.41500 4.03964
C 3.08866 3.32786 5.76699
C 2.99304 3.32411 4.38592
C 2.85648 5.55291 1.39895
C 3.33304 -2.03127 4.05682
C -2.91145 -2.03822 -4.50992
C 1.94786 3.39726 6.54703
C -3.73766 -3.80086 -5.73881
C 1.11150 -2.70999 0.57972
C 0.20044 -2.84154 -0.50319
C -1.08341 -1.82645 -2.12136
C 1.08561 -5.13280 0.86617
C -3.39239 4.68635 -3.16555
C 1.67976 4.93627 1.81051
C 2.20580 1.76603 0.77457
C -1.24201 -1.99980 4.12236
C 1.54149 -3.85056 1.29539
C 4.38524 -2.08120 6.29247
C 1.67248 3.47314 2.23867
C -3.35344 -0.67304 2.90145
C -3.69865 -2.44545 -5.59940
C -2.59808 5.77937 -3.43875
C -2.70933 1.42475 -0.47428
C -0.20860 -4.12724 -0.92381
C -3.21757 3.99137 -1.96374
C -2.06178 -0.58537 2.35241
C -1.50253 5.53693 -1.30852
C 0.40567 2.73529 1.70886
C 3.44337 -0.78895 4.63721
C 0.26637 -5.26453 -0.20391
H -1.38736 -5.18383 -2.37268
H -4.14979 -0.12626 2.42331
H -0.36286 3.53175 4.09215
H 3.79327 5.01656 1.38273
H -0.40592 7.57975 1.48890
H -1.03307 7.05936 -2.73633
H 1.40034 -5.99961 1.42698
H -2.71793 6.30634 -4.37213
H -0.79222 5.88930 -0.57667
H -2.70570 -2.69766 5.52473
H -1.41694 -0.89185 -2.54539
H -2.76055 -1.00388 -4.25535
H 3.89840 3.27542 3.79999
H -4.56223 -1.46317 4.46346
H -4.21416 -1.76507 -6.25449
H -0.07643 -6.23829 -0.51690
H 4.20276 0.05303 6.50932
H 3.77963 7.34289 0.69652
H -0.01192 -1.12068 2.60422
H 2.63366 -0.29709 2.12999
H -0.40732 5.23044 2.18219
H -4.97822 2.91938 -2.09172
H -0.42215 -2.51888 4.59701
H 2.02331 3.40627 7.62393
H 3.08956 0.12256 4.19070
H 2.61400 -4.49172 3.04433
H 1.68447 8.64936 0.72021
H 4.06184 3.29290 6.23401
H -2.18198 3.93063 -0.07360
H -0.18547 3.53106 6.53252
H -4.25985 -4.37727 -6.47651
H 3.68294 2.97763 1.54566
H -4.13513 4.35215 -3.87570
H 4.85975 -2.39214 7.20208

Computed properties:
- LUMO energy (alpha / beta) (eV) = -4.5 / -4.5
- E (eV) = -102535.287
- total charge = +1
- ΔE to the lowest compared entry with this formula, charge and spin (kJ/mol) = 190.57
- frontier orbital gap (alpha / beta) (eV) = 5.081 / 5.086
- highest occupied orbital energy (alpha / beta) (eV) = -9.54 / -9.54

Atom charges from the Mulliken analysis, given in e for atoms 1 to 8:
1. Au 0.31
2. S -0.18
3. S -0.16
4. S -0.18
5. O -0.65
6. O -0.58
7. N 0.19
8. N 0.25



Density functional theory data (ωB97M-V/def2-TZVPD) for C4H7N3 in the gas phase.

Element x y z (Å)
N 1.11994 0.58973 -0.59971
N -2.25591 0.21083 -0.56444
N -1.12871 0.86749 -0.86885
C -0.70730 -0.74418 0.69068
C -2.06267 -0.75434 0.40268
C 2.27712 0.31910 0.20303
C -0.17411 0.26435 -0.18942
H 2.52203 -0.75018 0.31360
H -0.12833 -1.33216 1.40598
H 2.11368 0.75417 1.19366
H 3.14193 0.82276 -0.24452
H -2.88022 -1.41384 0.70454
H -3.07368 0.73118 -0.85512
H 1.23623 0.43509 -1.59210

Computed properties:
- SMILES string = CNc1cc[nH]n1
- LUMO energy (eV) = 1.1
- E (eV) = -8730.833
- total charge = 0
- ΔE to the lowest compared entry with this formula, charge and spin (kJ/mol) = 81.66
- frontier orbital gap (eV) = 9.159
- highest occupied orbital energy (eV) = -8.04

Atom charges from the natural (NBO) analysis, given in e for atoms 1 to 8:
1. N -0.62
2. N -0.35
3. N -0.29
4. C -0.38
5. C -0.05
6. C -0.40
7. C 0.28
8. H 0.17



Q: ΔE to the lowest compared entry with this formula, charge and spin of number 3 (C48H34AuN8O2S3)?
A: 190.57 kJ/mol



Q: ΔE to the lowest compared entry with this formula, charge and spin of number 2 (C8H13N2)?
A: 771.99 kJ/mol



Q: E of number 3 (C48H34AuN8O2S3)?
A: -102535.287 eV